The following is a DFT calculation (ωB97M-V/def2-TZVPD) of 2 unconnected molecules or ions with the total composition C9H16Si at a distorted geometry.

Cartesian coordinates (Å):
C 1.74904 2.19612 -1.70166
C 2.42623 3.15537 -1.57088
C -2.05376 2.34259 -0.55468
C -1.86431 0.99787 0.23461
C 0.78953 1.18251 -1.67895
C -0.87391 0.15233 0.03121
C -1.03486 -2.23184 2.00880
C 1.48691 -0.74125 1.59241
C 0.54777 -2.39979 -0.85189
Si -0.08533 -1.40415 0.63322
H -1.01756 2.55309 -0.81536
H 3.33402 3.71636 -1.77979
H -2.70129 2.15919 -1.32146
H -2.57163 3.16506 0.03430
H -2.80527 0.72221 0.70915
H -0.17725 1.34885 -2.05168
H 1.17041 0.24392 -1.78816
H -1.32106 -1.89761 3.01826
H -2.05220 -2.60080 1.56281
H -0.46900 -3.10311 2.30825
H 2.40487 -0.45695 0.90186
H 1.26502 0.11619 2.18874
H 1.87958 -1.54396 2.18518
H 0.87591 -3.24182 -0.32298
H -0.20696 -2.69830 -1.56732
H 1.30510 -1.73208 -1.40399

Results
Multiplicity ... 3
Net charge ... 0
⟨S²⟩ ... 2.033
Energy above the lowest of the compared OMol25 structures with the same formula, charge and spin ... 74.26 kcal per mole
Kohn-Sham gap (spin up / spin down) ... 7.856 / 8.102 eV

Results of the natural (NBO) charge analysis, in e, for atoms 1 through 5:
1 C -0.091
2 C -0.203
3 C -0.636
4 C -0.296
5 C -0.327



The following is a DFT calculation (ωB97M-V/def2-TZVPD) of a molecular structure, C48H45ClGe2N3P2RuSe2 at a distorted geometry.

Cartesian coordinates (Å):
Ru 0.45100 -0.10540 0.39360
Se -5.68650 -2.11130 -1.10140
P -4.16030 -2.79760 -2.46510
C -4.33270 -2.18420 -4.16810
C -3.24030 -1.73030 -4.89560
C -3.40690 -1.39100 -6.22660
C -4.64940 -1.52160 -6.82900
C -5.73650 -1.98260 -6.09930
C -5.58230 -2.31310 -4.76660
C -4.18830 -4.59610 -2.63770
C -5.21590 -5.32380 -2.05200
C -5.30140 -6.68500 -2.27890
C -4.36590 -7.30900 -3.08780
C -3.33790 -6.57860 -3.66780
C -3.24560 -5.21480 -3.45440
C -2.55070 -2.32720 -1.83500
C -1.94080 -1.12010 -1.45430
N -0.77440 -1.49970 -0.87570
N -0.68630 -2.80030 -0.89010
N -1.73230 -3.31850 -1.44630
P -2.21780 0.64470 -1.70330
Se -0.79440 1.78980 -0.49490
C -1.82450 1.00900 -3.44000
C -2.63590 1.81100 -4.23460
C -2.26210 2.06520 -5.54360
C -1.07650 1.55100 -6.04620
C -0.24300 0.79630 -5.23410
C -0.61860 0.51850 -3.93370
C -3.92390 1.13870 -1.36660
C -4.24480 1.94460 -0.28110
C -5.55650 2.34650 -0.09770
C -6.54090 1.94890 -0.99100
C -6.21610 1.15160 -2.07890
C -4.90920 0.73860 -2.26880
H -2.26570 -1.65220 -4.43160
H -2.55840 -1.03830 -6.79420
H -4.76940 -1.27060 -7.87120
H -6.69960 -2.09560 -6.57060
H -6.41710 -2.67840 -4.18480
H -5.94300 -4.82490 -1.42290
H -6.10080 -7.25300 -1.82890
H -4.43940 -8.36960 -3.27240
H -2.61270 -7.07320 -4.29570
H -2.45350 -4.63890 -3.91050
H -3.55050 2.22970 -3.84010
H -2.89980 2.67450 -6.16730
H -0.79680 1.75160 -7.06950
H 0.69820 0.42970 -5.61040
H 0.02090 -0.08180 -3.29340
H -3.47320 2.26360 0.40930
H -5.80760 2.98010 0.73920
H -7.56240 2.26110 -0.84040
H -6.97500 0.85250 -2.78540
H -4.64340 0.12400 -3.11990
Cl -2.13880 -2.88800 2.02640
C -0.45670 -2.60490 2.25590
C 0.40300 -3.67510 2.39820
C 1.75670 -3.46530 2.64150
C 2.26070 -2.17720 2.75380
C 1.41780 -1.08700 2.61090
C 0.02200 -1.26590 2.36350
C -0.80000 -0.11720 2.17450
H 0.01060 -4.67690 2.34390
H 2.41420 -4.31010 2.75870
H 3.30340 -2.02050 2.98840
H 1.77580 -0.08760 2.87070
H -0.53420 0.79720 2.71340
H -1.87130 -0.28600 2.08960
C 2.75330 -3.72700 -0.70220
Ge 3.03180 -2.44960 -2.18860
C 1.75360 -2.77150 -3.67800
C 4.93660 -2.33420 -2.76980
Ge 2.19020 -0.20620 -1.23300
C 2.48210 1.23520 -2.58410
C 2.10460 2.55250 -2.35740
C 2.29430 3.51300 -3.33380
C 2.87110 3.16580 -4.54560
C 3.26890 1.85940 -4.77180
C 3.06500 0.89700 -3.80110
C 3.31030 0.38080 0.32560
C 3.03440 1.58560 0.97110
C 3.93030 2.09940 1.89460
C 5.09350 1.40460 2.18780
C 5.35290 0.18740 1.57680
C 4.45140 -0.33660 0.66700
H 2.80570 -4.73320 -1.11180
H 1.77220 -3.57860 -0.25340
H 3.52330 -3.62870 0.05740
H 1.98850 -3.71520 -4.16110
H 1.79820 -1.98240 -4.42360
H 0.74390 -2.83810 -3.28320
H 5.21360 -3.31230 -3.15440
H 5.59730 -2.10210 -1.93940
H 5.09560 -1.59990 -3.55340
H 1.65410 2.84700 -1.41490
H 1.99880 4.53230 -3.14390
H 3.00930 3.91200 -5.31090
H 3.74010 1.58730 -5.70500
H 3.36670 -0.12840 -3.98170
H 2.13120 2.15080 0.72600
H 3.72650 3.04940 2.36620
H 5.79570 1.80980 2.89900
H 6.26500 -0.34720 1.79510
H 4.65290 -1.28800 0.18980

Results
Multiplicity ... 2
Net charge ... +2
⟨S²⟩ ... 0.787
Kohn-Sham gap (spin up / spin down) ... 2.906 / 3.030 eV

Results of the Löwdin charge analysis, in e, for atoms 1 through 5:
1 Ru 0.650
2 Se 0.378
3 P 0.599
4 C -0.361
5 C -0.098



The following is a DFT calculation (ωB97M-V/def2-TZVPD) of a molecular structure, C36H32N3O5ReSSb.

Cartesian coordinates (Å):
Re 0.22999 -0.05822 -0.56159
O -0.29255 -1.29468 0.91190
N -1.08852 -2.26082 0.59878
N -1.64382 -2.08599 -0.51529
O -1.32566 -0.98111 -1.22968
C -2.64586 -2.98387 -1.04903
C -3.12372 -3.99806 -0.23351
C -4.07328 -4.85349 -0.76390
C -4.52163 -4.68694 -2.06920
C -4.02529 -3.65869 -2.85707
C -3.06998 -2.78926 -2.35193
H -2.77517 -4.11204 0.78178
H -4.46779 -5.65024 -0.15025
H -5.26226 -5.36343 -2.47101
H -4.37959 -3.52896 -3.86968
H -2.67449 -1.98585 -2.95391
O 2.67550 2.38236 1.60020
C 1.72636 1.82837 1.12306
O 1.78698 0.94088 0.14049
C 0.30449 2.08730 1.52586
C 0.02081 2.91377 2.61365
C -1.28747 3.09812 2.95228
C -2.29791 2.49413 2.17940
C -3.66745 2.69367 2.48535
C -4.63942 2.13226 1.71439
C -4.27863 1.34992 0.59735
C -2.96778 1.12985 0.27898
C -1.93962 1.68865 1.07034
N -0.60391 1.48242 0.77540
H 0.84346 3.35927 3.15237
H -1.56225 3.70617 3.80408
H -3.92194 3.30581 3.34066
H -5.68312 2.28863 1.94735
H -5.05555 0.92096 -0.02081
H -2.72846 0.53172 -0.58416
C -1.50945 2.19673 -3.16638
C -0.30144 1.32216 -3.37651
O 0.55839 1.28793 -2.18873
H -2.11660 2.19720 -4.07096
H -1.22180 3.23014 -2.96671
H -2.13012 1.84184 -2.34422
H 0.32452 1.67742 -4.19648
H -0.55234 0.27802 -3.55930
H 0.73986 2.19334 -1.88952
S 1.75377 -1.52415 -1.48340
Sb 3.44092 -0.39777 -2.77586
C 3.75846 1.62464 -2.37768
C 3.56175 2.58873 -3.36680
C 3.84189 3.91912 -3.09118
C 4.30670 4.28612 -1.83636
C 4.49531 3.32745 -0.85311
C 4.22704 1.99280 -1.11843
C 2.91515 -0.93708 -4.72729
C 2.90741 -0.09455 -5.83610
C 2.53828 -0.59302 -7.07783
C 2.18672 -1.92656 -7.21808
C 2.20229 -2.77027 -6.11708
C 2.56207 -2.28020 -4.87212
C 5.12960 -1.49422 -2.27448
C 5.72573 -2.30043 -3.24029
C 6.86177 -3.02594 -2.90970
C 7.38956 -2.94568 -1.63098
C 6.78922 -2.14330 -0.66999
C 5.65592 -1.41304 -0.98598
H 3.20252 2.32732 -4.35069
H 3.70507 4.66606 -3.86117
H 4.52621 5.32418 -1.62681
H 4.84766 3.60985 0.12874
H 4.36784 1.26870 -0.33223
H 3.20803 0.93997 -5.76904
H 2.53973 0.06167 -7.93816
H 1.90858 -2.31186 -8.18918
H 1.93861 -3.81322 -6.22682
H 2.56384 -2.95407 -4.02191
H 5.32857 -2.35918 -4.24497
H 7.33418 -3.65109 -3.65432
H 8.27564 -3.51140 -1.37970
H 7.20306 -2.08827 0.32727
H 5.18873 -0.80622 -0.22114

Results
Multiplicity ... 2
Net charge ... +2
⟨S²⟩ ... 0.772
Energy above the lowest of the compared OMol25 structures with the same formula, charge and spin ... 15.65 kcal per mole
Kohn-Sham gap (spin up / spin down) ... 6.536 / 6.772 eV

Results of the Löwdin charge analysis, in e, for atoms 1 through 5:
1 Re 1.366
2 O -0.216
3 N 0.089
4 N -0.126
5 O -0.283